# 1
The following is a DFT calculation (ωB97M-V with the def2-TZVPD basis set) of H80O40 as an isolated structure.

```
! wB97M-V def2-TZVPD RIJCOSX def2/J DEFGRID3
* xyz 0 1
H -1.7010 4.6260 2.0438
H -1.1435 6.0266 1.6039
O -1.0556 5.0785 1.5007
H 4.1520 1.0707 -4.1774
H 3.2487 -0.2409 -4.1625
O 3.3334 0.6758 -3.8768
H -0.8193 -2.5121 2.9159
H 0.1828 -1.2445 3.3070
O -0.6687 -1.6803 3.3983
H 2.4390 -2.4915 -5.1577
H 1.7690 -1.6721 -4.2033
O 2.4837 -2.3590 -4.1988
H -4.7544 -0.7811 -0.5500
H -5.5104 -2.0902 -0.8489
O -4.8861 -1.6809 -0.2398
H -2.7292 0.9915 2.2539
O -1.8178 1.1105 1.9517
H -1.8304 -1.9943 4.8101
O -1.8205 -2.7513 5.4348
H 2.7077 2.9477 -2.0116
H 3.2041 3.6691 -0.6965
O 3.4522 3.3807 -1.5768
H 1.2000 -4.2401 -0.7493
H 2.3200 -3.3147 -0.7635
O 1.5159 -3.4916 -1.2746
H 4.5793 1.8249 0.0132
H 4.1309 0.5880 -0.3823
O 4.4761 0.9627 0.4491
H -1.4100 4.8427 -1.8260
H -2.0302 5.7116 -2.8419
O -2.1670 4.8365 -2.4586
H 2.3998 4.4197 -3.9802
O 1.9982 4.4651 -4.8448
H -0.0490 -1.1943 -0.1245
H 0.0029 0.0147 0.8422
O -0.4956 -0.8023 0.6359
H 1.1525 4.5510 -1.8037
H 0.1240 3.5171 -1.8649
O 0.2932 4.4006 -2.2270
H 0.6377 2.3135 1.4005
H -0.7263 1.9292 0.9024
O 0.2057 1.9674 0.6057
H 0.6778 5.1012 3.7076
H 1.0027 3.4073 3.7269
O 0.9380 4.2742 3.3220
H -4.9241 -0.3039 3.1880
H -4.9866 -0.1494 1.5338
O -4.7883 0.2141 2.3934
H 4.5234 -1.6242 1.1656
H 4.1457 -2.7826 2.0952
O 4.1050 -1.8150 2.0224
H -1.1977 1.7537 -5.1123
O -0.9656 1.1933 -5.8584
H 2.6373 -3.0470 3.6881
H 2.2237 -4.4732 3.0322
O 2.9154 -3.8953 3.3453
H 3.9631 -2.9543 -2.6048
O 4.5512 -2.1935 -2.7233
H -2.3890 1.5626 -2.7105
H -2.2626 2.9501 -3.0793
O -1.8571 2.0967 -3.3225
H 1.5749 0.0012 -1.1608
H 2.2374 -1.2447 -1.2078
O 2.1841 -0.4854 -0.6059
H -1.7816 -1.6082 -2.3106
H -0.4496 -2.3894 -2.8103
O -1.1063 -2.2631 -2.1284
H 0.0228 -5.2421 1.2185
H 0.9530 -6.4280 0.8367
O 0.0734 -6.0641 0.7186
H 1.8931 -3.1749 5.7696
H 1.3062 -1.6626 5.7788
O 1.9642 -2.2749 5.4484
H 0.0373 2.0372 -2.7482
H 0.1145 1.5171 -1.3911
O 0.6518 1.5243 -2.2022
H 0.6789 -2.6875 0.6965
H 1.9806 -1.9280 1.4244
O 1.3417 -2.6434 1.3758
H -1.7222 1.5066 5.0739
H -1.7563 2.6057 6.0872
O -2.3416 2.0642 5.5627
H 2.7925 -0.3814 2.7010
H 2.4852 0.0666 4.2562
O 2.1586 -0.0995 3.3733
H -3.9716 -3.2004 -0.6849
H -2.7264 -3.4395 -1.3748
O -3.6448 -3.7333 -1.4268
H -1.9923 0.3586 -0.3350
O -2.7718 0.7909 -0.7527
H -5.0224 3.3539 -2.9256
H -3.8575 3.8567 -3.8083
O -4.3163 3.0705 -3.5128
H -1.7667 1.0305 -6.3612
H -1.2464 0.3524 2.1500
H 5.3220 -2.6238 -3.1040
H -1.2341 -3.3692 4.9941
H 1.0798 4.7271 -4.7677
H -3.0687 1.1950 0.0778
O -2.0195 -3.0039 1.5771
H -2.4258 -2.4858 0.8796
H -2.6448 -3.1817 2.2866
O 0.4171 -0.7007 -3.8544
H -0.1100 -0.1832 -4.4825
H 0.7464 -0.0199 -3.2395
O -4.4455 0.0610 4.2562
H -4.1828 0.9925 4.3069
H -4.2615 -0.2088 5.1644
O -3.2078 4.1144 0.3625
H -2.5276 4.2719 -0.3087
H -3.8310 3.8171 -0.3201
O 0.0714 -4.7705 -4.3726
H -0.1311 -5.6418 -4.0041
H 0.2509 -4.3347 -3.5265
O 5.7410 -2.4532 -0.3663
H 5.2621 -2.4097 -1.2392
H 6.3834 -1.7508 -0.4830
O 0.1137 1.6290 3.7548
H -0.6469 1.5946 3.1343
H 0.6674 0.8537 3.5129
*
```

Kohn-Sham gap = 10.341 eV
highest occupied orbital energy = -10.65 eV

=====

# 2
The following is a DFT calculation (ωB97M-V with the def2-TZVPD basis set) of a 40-piece molecular cluster, H80O40 overall.

```
! wB97M-V def2-TZVPD RIJCOSX def2/J DEFGRID3
* xyz 0 1
H -2.1141 -1.9115 4.9882
H -1.3004 -2.4310 3.7580
O -1.4599 -2.5588 4.7172
H 1.4931 -2.3170 -4.2923
H 1.3508 -1.0048 -4.9504
O 0.8288 -1.8604 -4.7473
H -0.4896 -1.3929 1.2646
H -1.5492 -2.3619 0.7130
O -0.7679 -2.3623 1.2637
H 0.4443 -3.1222 3.9096
H 0.8041 -2.7752 5.2991
O 1.1339 -2.7563 4.4641
H 2.2163 -6.3565 -1.2282
H 2.0192 -4.7263 -0.7654
O 1.9080 -5.4475 -1.4823
H 1.9885 5.8974 0.1308
O 1.7417 5.6466 1.0333
H -1.8340 0.9507 4.5002
O -1.2665 0.1314 4.3658
H 1.4967 1.5302 1.1993
H 2.9709 1.6330 1.6275
O 2.1516 1.9161 1.7021
H 4.8325 -2.1291 2.2631
H 3.6809 -2.3895 3.3580
O 3.9922 -2.6116 2.5029
H 3.1946 4.5751 3.2842
H 3.2739 3.3061 3.5495
O 3.7759 4.1026 3.8346
H 2.0047 -2.8786 1.1204
H 2.8564 -4.2921 1.4576
O 2.2952 -3.9371 0.8778
H 3.2447 0.2821 3.0487
O 4.1850 0.0302 3.3244
H -0.6072 3.4268 -4.5458
H 0.7547 3.1924 -4.9686
O 0.1733 2.9338 -4.1131
H -3.0095 -0.8887 -0.7442
H -4.4787 -0.2632 -0.8885
O -3.9294 -1.1536 -0.5781
H -5.3407 -3.9810 0.2584
H -4.1753 -2.7958 0.1975
O -4.4477 -3.6244 0.3191
H -0.7698 -0.3591 -4.3015
H -0.9019 1.1289 -4.9327
O -1.2380 0.4376 -4.4684
H -2.1763 -4.4493 -1.6559
H -3.6786 -4.2662 -1.2016
O -3.0101 -4.0651 -1.8689
H -1.9220 3.7544 0.7231
H -1.5769 5.1268 0.3517
O -2.2850 4.4488 0.2449
H -2.3878 1.2670 0.8558
O -1.9715 0.7929 0.1334
H -4.6022 0.9450 0.8444
H -3.9424 1.3243 -0.4372
O -4.7898 1.2208 -0.0873
H -4.2066 -1.4353 1.5453
O -3.8315 -0.6927 2.2157
H 0.9500 0.6675 -1.4520
H -0.2608 1.6559 -1.7440
O 0.3032 1.0371 -1.0386
H 2.0930 -0.3144 1.9122
H 3.0897 -1.1723 1.0836
O 2.3118 -0.6155 0.9929
H -0.8312 -2.0418 -2.6652
H -2.0412 -2.7468 -1.9858
O -1.2915 -2.2710 -1.9308
H 1.2333 -1.4819 -1.2475
H 1.1967 -2.8494 -1.8434
O 1.5915 -1.8499 -1.9566
H 2.4140 2.6135 -4.9431
H 3.3437 1.2947 -5.4937
O 2.4317 1.5630 -5.0706
H -1.1550 -3.4568 -5.5661
H -1.9373 -4.0635 -4.3986
O -2.1122 -3.4785 -5.1138
H -5.1031 3.4778 2.9173
H -4.2423 4.5367 2.1632
O -4.3500 4.2264 2.9876
H -2.9896 4.1380 -4.0920
H -2.1928 3.1238 -3.2211
O -2.0676 3.8235 -3.7718
H -1.6348 -4.8818 3.2508
H -0.8834 -4.0946 2.2085
O -0.7643 -4.6305 3.0247
H -1.1881 4.6196 3.5917
H -0.0597 5.2172 2.7136
O -0.7252 4.5278 2.8138
H -2.2108 -5.7577 0.0196
O -1.4221 -6.4431 0.3269
H 0.4280 -0.5195 2.7509
H 1.1786 -1.2159 3.8736
O 1.1208 -0.2228 3.3292
H -1.2523 0.7806 0.7230
H 2.5571 5.6184 1.3519
H -4.3136 -0.6979 3.0605
H -0.5292 0.4628 3.9005
H 4.5173 0.8781 3.8345
H -0.8868 -5.8037 0.9104
O -2.8941 2.2194 2.3602
H -3.2232 1.4402 2.6612
H -3.5118 2.8920 2.1684
O 4.3348 -0.8435 -3.3816
H 5.3128 -1.0480 -3.3474
H 3.9815 -1.6978 -3.1905
O 1.1579 3.9474 -1.2767
H 1.0936 3.3363 -2.0866
H 1.1646 3.2081 -0.5651
O 4.8579 -0.4069 -0.4522
H 5.0379 -0.4948 0.3613
H 3.8930 -0.7383 -0.6436
O 3.6101 2.6483 -3.0991
H 4.2048 1.9268 -3.3237
H 3.6393 2.5555 -2.0780
O -3.1402 1.7046 -2.3092
H -2.2795 1.2573 -1.9597
H -3.3987 1.3539 -3.1383
O 3.8282 4.3746 -0.1628
H 4.4860 4.2779 -0.7040
H 2.9959 4.7221 -0.5039
*
```

Kohn-Sham gap = 10.187 eV
highest occupied orbital energy = -10.63 eV

=====

Question: Look up the highest occupied orbital energy of the first one.
Answer: -10.65 eV